Record 1
Computed, not measured: a structure of composition C15H15N3PY in a non-equilibrium geometry, with wB97M-V/def2-TZVPD.

* energy above the lowest of the compared OMol25 structures with the same formula, charge and spin: 0.0 kcal per mole

CARTESIAN COORDINATES (ANGSTROEM)
C -0.5609 0.2531 -1.9553
C -1.1676 1.5556 -2.0123
C -0.2673 2.5104 -1.4349
C 0.9600 1.8139 -1.1238
C 0.7768 0.4223 -1.3559
Y -0.9998 -0.9411 1.0206
P -0.1489 -3.1142 0.0976
H -0.8379 -0.5738 -2.5780
H -2.1780 1.7732 -2.3222
H -0.5721 3.4865 -0.9930
H 1.5958 -0.2627 -1.5441
H 1.8180 2.2625 -0.6488
H 1.0917 -3.4700 -0.4801
H -1.2779 -3.5791 -0.7484
H -0.3371 -3.7256 1.4132
N -0.7365 1.4420 11.1113
C -0.5053 1.1486 9.9936
C -0.2406 0.8088 8.6321
C -1.1503 1.1980 7.6319
C -0.8866 0.9120 6.3055
C 0.2804 0.2214 5.9645
C 1.1639 -0.2200 6.9502
C 0.9163 0.0842 8.2783
N 0.5597 -0.0354 4.6045
C 1.6183 -0.8059 4.0897
C 1.5468 -0.7854 2.7350
N 0.4714 0.0523 2.3876
C -0.1326 0.4358 3.5537
H -2.0531 1.7224 7.9124
H -1.6028 1.2160 5.5179
H 2.0630 -0.8077 6.6722
H 1.6047 -0.2314 9.0460
H 2.3109 -1.3281 4.7295
H 2.1651 -1.2170 1.9695
H -0.9723 1.1191 3.6263

Forces on the atoms, in the same order (eV/Å):
0.880 1.279 0.884
0.952 -0.202 1.354
0.073 -1.245 0.628
-1.728 -0.282 0.414
-0.997 0.778 -1.175
-0.457 2.582 -1.019
-0.950 -0.368 0.016
-0.185 -0.449 -0.118
-0.059 -0.031 -0.125
0.464 -0.632 -0.936
-0.054 -0.183 0.311
0.126 0.041 -0.018
-0.355 -0.719 -0.088
1.444 -0.691 0.331
0.237 -0.172 -1.176
0.670 -0.843 -3.155
-0.672 0.842 3.364
0.202 -0.259 -0.842
0.428 -0.160 0.292
-0.303 0.062 -0.500
-0.024 -0.027 0.095
0.491 -0.287 -0.141
-0.606 0.307 -0.060
0.832 -0.495 0.009
-0.008 -0.302 0.387
-1.237 1.463 0.645
0.076 0.172 1.306
0.557 -0.446 -1.808
0.017 0.021 -0.027
0.523 -0.224 0.767
-0.763 0.606 0.352
0.045 -0.026 0.073
-0.140 0.099 -0.055
0.105 -0.027 0.118
0.417 -0.181 -0.104

Okay, here come the Mulliken numbers, in e, for every atom: -0.86 -0.56 -0.39 -0.58 -0.25 0.51 -0.26 0.46 0.42 0.32 0.35 0.41 0.13 0.10 0.12 -0.50 0.08 0.35 -1.11 -0.48 2.05 -0.30 -1.11 0.28 -0.23 -0.67 -0.60 -0.20 0.44 0.17 0.19 0.44 0.33 0.51 0.40



Record 2
Computed, not measured: a structure of composition C15H15N4PS3Se4W, with wB97M-V/def2-TZVPD.

* energy above the lowest of the compared OMol25 structures with the same formula, charge and spin: 29.0 kcal per mole
* total charge: +2

CARTESIAN COORDINATES (ANGSTROEM)
W -0.5278 -0.6248 -0.6459
S -0.8330 1.6594 -1.1939
C -1.6870 1.4906 0.3222
C -1.4440 2.3712 1.3894
C -1.9602 2.1184 2.6382
C -1.6751 3.0239 3.7122
N -1.4355 3.7691 4.5511
C -2.7375 0.9552 2.8690
C -2.9928 0.0888 1.8334
C -2.4953 0.3383 0.5350
S -2.9038 -0.7317 -0.8116
C -3.2434 0.6668 4.1786
N -3.6361 0.3996 5.2231
H -0.8379 3.2516 1.2269
H -3.6127 -0.7805 2.0003
Se 0.7478 -1.2274 -2.3668
Se 3.8057 -1.0640 -1.3584
Se 3.2644 0.0231 0.4273
Se 0.9756 -0.4570 1.2053
S 2.9505 2.3258 0.0994
C 3.0980 2.5929 -1.6087
N 3.7352 3.7406 -1.9660
C 3.8964 4.0982 -3.2531
C 3.4282 3.2584 -4.2305
C 2.8006 2.0911 -3.8019
N 2.6221 1.7739 -2.5212
H 4.1082 4.3402 -1.2356
H 4.4024 5.0367 -3.4337
H 3.5465 3.4963 -5.2763
H 2.4078 1.3853 -4.5253
C -2.3038 -3.3056 1.4420
P -0.9413 -3.0441 0.2801
C 0.4793 -3.8525 1.0604
C -1.3363 -4.0902 -1.1485
H -2.4070 -4.3803 1.6003
H -3.2355 -2.9151 1.0381
H -2.0898 -2.8355 2.4022
H 0.2377 -4.8976 1.2587
H 0.7291 -3.3622 2.0001
H 1.3446 -3.8039 0.3980
H -1.6539 -5.0730 -0.7969
H -0.4520 -4.1990 -1.7759
H -2.1385 -3.6507 -1.7411

Forces on the atoms, in the same order (eV/Å):
-0.175 0.118 -0.856
0.244 -0.147 0.267
-0.125 -0.050 0.074
0.007 0.005 -0.016
-0.009 -0.074 -0.043
-0.052 0.073 0.010
0.046 0.002 0.032
0.038 0.019 -0.110
-0.034 -0.007 -0.054
-0.148 0.079 0.061
0.174 -0.143 -0.093
-0.028 -0.022 0.033
-0.010 -0.006 0.027
0.008 -0.002 0.005
-0.002 0.011 0.038
-0.255 -0.038 0.179
-0.084 0.038 -0.126
0.197 -0.145 0.172
0.249 0.203 0.391
-0.167 0.096 -0.029
0.061 0.036 0.022
0.087 -0.012 -0.071
-0.043 -0.042 0.013
0.016 0.020 0.095
-0.002 0.030 -0.168
-0.035 0.000 0.117
0.012 -0.048 0.017
-0.007 -0.004 -0.039
-0.016 0.003 -0.008
0.013 -0.014 0.010
0.055 0.007 0.066
0.067 0.043 0.033
0.002 -0.022 -0.051
-0.067 0.011 0.021
-0.023 0.007 0.013
0.006 -0.033 -0.025
0.018 0.019 -0.014
0.004 -0.006 -0.015
-0.020 -0.005 0.003
-0.005 0.006 0.006
0.010 -0.003 -0.012
-0.009 0.007 0.006
0.001 -0.007 0.017

Okay, here come the Mulliken numbers, in e, for every atom: 0.35 -0.21 0.67 -0.86 0.66 -0.45 -0.36 0.31 -0.67 0.59 -0.15 -0.40 -0.37 0.57 0.73 0.07 -0.14 0.26 0.02 -0.29 0.28 -0.02 -0.06 -0.80 0.09 0.03 0.28 0.44 0.43 0.44 -1.30 0.79 -1.20 -1.21 0.53 0.31 0.35 0.43 0.38 0.33 0.45 0.37 0.31



Record 3
Computed, not measured: the molecule C15H15N5O6 in a non-equilibrium geometry, with wB97M-V/def2-TZVPD.

* SMILES string: COC(=O)c1nnn(CC(=O)NC(=O)Nc2ccccc2)c1C(=O)OC
* energy: -35534.477 eV

CARTESIAN COORDINATES (ANGSTROEM)
C -0.4183 -3.5642 -4.9825
H 0.5771 -3.7701 -5.3800
H -0.7649 -4.3960 -4.3744
H -1.1049 -3.3722 -5.8089
O -0.3576 -2.4332 -4.1207
C -0.3396 -1.2416 -4.7117
O -0.4300 -1.0439 -5.8905
C -0.1798 -0.1716 -3.6883
N -1.0919 0.7750 -3.4187
N -0.6355 1.5455 -2.5074
N 0.5778 1.1490 -2.1459
C 0.9249 0.0458 -2.8620
C 2.1627 -0.7436 -2.8119
O 2.4510 -1.5682 -3.6388
O 2.9162 -0.4543 -1.7435
C 4.1165 -1.2060 -1.6049
H 4.8062 -0.9678 -2.4168
H 4.5376 -0.9214 -0.6444
H 3.8964 -2.2744 -1.6305
C 1.2747 1.8632 -1.1188
H 1.1553 2.9361 -1.3029
H 2.3317 1.5977 -1.1219
C 0.7040 1.5661 0.2816
O 1.4415 1.3410 1.2172
N -0.6423 1.6186 0.3329
C -1.5191 1.4087 1.4455
O -2.7043 1.4904 1.2489
N -0.8739 1.1439 2.5947
C -1.4286 0.8999 3.8579
C -2.7979 0.8959 4.0998
C -3.2642 0.6464 5.3783
C -2.3837 0.4008 6.4179
C -1.0197 0.4053 6.1755
C -0.5416 0.6530 4.9035
H 0.5220 0.6569 4.7113
H -0.3248 0.2146 6.9798
H -2.7565 0.2072 7.4122
H -4.3283 0.6441 5.5605
H -3.4852 1.0861 3.2928
H 0.1440 1.1194 2.5477
H -1.1471 1.8178 -0.5325

Forces on the atoms, in the same order (eV/Å):
-0.034 -0.189 -0.375
-0.062 0.006 0.015
0.037 0.061 -0.020
0.065 -0.081 0.097
-0.087 0.080 0.343
-0.057 0.001 -0.163
-0.021 0.039 0.058
1.181 0.107 0.692
-0.506 -0.419 -0.673
-0.035 0.958 0.535
0.099 -0.819 -0.798
-0.886 -0.039 -0.510
0.412 -0.261 -0.017
-0.102 0.171 0.091
-0.420 0.255 0.025
0.375 -0.325 -0.084
-0.046 -0.022 0.079
-0.029 -0.006 -0.060
0.034 0.096 0.029
0.312 0.458 0.758
0.048 -0.158 -0.044
-0.308 0.067 0.000
0.186 0.027 -0.515
0.353 -0.006 0.236
-0.613 0.042 0.021
0.417 0.073 -0.392
-0.371 0.008 0.046
0.557 -0.076 0.248
-0.305 -0.036 0.210
-0.091 0.035 -0.162
0.101 -0.027 0.104
-0.078 -0.018 0.112
0.005 -0.001 -0.017
-0.038 0.016 -0.076
0.117 0.001 -0.015
0.063 -0.012 0.053
-0.031 -0.017 0.085
-0.092 0.003 0.004
-0.010 0.007 -0.028
-0.227 0.053 -0.192
0.086 -0.051 0.299

Okay, here come the Mulliken numbers, in e, for every atom: -0.72 0.29 0.25 0.33 -0.26 0.28 -0.54 0.51 -0.58 -0.82 0.65 0.96 0.29 -0.60 -0.27 -0.75 0.33 0.25 0.31 -0.90 0.35 0.33 0.97 -0.76 -0.15 0.36 -0.66 0.00 0.65 -0.44 -0.58 -0.49 -0.52 -0.50 0.35 0.36 0.38 0.37 0.48 0.19 0.30



Record 4
Computed, not measured: a structure of composition C15H15NO3 in a non-equilibrium geometry, with wB97M-V/def2-TZVPD.

* energy above the lowest of the compared OMol25 structures with the same formula, charge and spin: 140.4 kcal per mole

CARTESIAN COORDINATES (ANGSTROEM)
O -0.5927 -0.0710 0.2321
C -1.5537 -0.9207 -0.0155
C -2.6079 -1.0790 0.9435
C -3.6047 -2.0206 0.8254
C -3.6357 -2.8532 -0.3231
N -4.6555 -3.8498 -0.4600
O -4.7118 -4.5787 -1.4722
O -5.4786 -3.9460 0.4821
C -2.6557 -2.6792 -1.3263
C -1.6677 -1.7253 -1.1979
H -2.5850 -0.3890 1.7855
H -4.3814 -2.1397 1.5668
H -2.7085 -3.3165 -2.2024
H -0.9810 -1.5917 -2.0214
C 0.8330 0.8242 -1.8332
C 1.1168 0.5255 -0.3751
C 1.7044 -0.8312 -0.0689
C 1.8334 1.6757 0.3291
C 2.2745 1.5478 1.6499
C 3.0160 2.5369 2.3080
C 3.4306 3.6866 1.6303
C 3.0251 3.8557 0.2998
C 2.2687 2.8594 -0.3468
H 0.3508 1.8005 -1.9332
H 1.7206 0.7956 -2.4806
H 0.0856 0.1162 -2.1545
H 1.6102 -0.9999 1.0080
H 1.1028 -1.5675 -0.6002
H 2.7632 -0.9389 -0.3098
H 1.9829 0.6473 2.2074
H 3.2959 2.3907 3.3575
H 4.0208 4.4415 2.1390
H 3.3481 4.7460 -0.2464
H 2.0365 3.0483 -1.3971

Forces on the atoms, in the same order (eV/Å):
1.025 2.158 1.036
-0.527 -0.962 -1.212
0.610 0.488 0.119
0.119 -0.482 -1.091
1.258 0.930 -0.027
-1.815 -1.394 0.307
0.416 1.361 1.495
1.307 0.104 -1.571
-0.944 -0.321 0.569
0.167 0.361 0.629
-0.021 -0.272 -0.049
0.076 0.097 0.039
0.014 0.127 0.050
0.147 -0.084 0.071
-0.852 0.145 0.406
0.650 -0.707 -1.045
-0.448 0.012 0.285
-0.123 0.605 0.196
-0.399 -0.283 0.608
0.179 -0.158 -0.122
-0.742 -0.456 -0.246
0.108 -0.727 0.044
-0.336 0.089 0.173
0.186 -0.060 0.018
-0.102 -0.123 0.416
0.145 -0.276 -0.428
-0.032 -0.180 -0.232
0.294 -0.178 0.092
-0.006 0.335 -0.246
0.140 0.516 -0.169
-0.120 0.014 -0.481
-0.066 -0.071 -0.097
-0.217 -0.381 0.081
-0.090 -0.228 0.383

Okay, here come the Mulliken numbers, in e, for every atom: -0.54 0.29 -0.52 -0.33 -0.11 0.93 -0.61 -0.61 -0.75 0.07 0.37 0.44 0.43 0.30 -1.45 1.96 -1.28 0.02 -0.32 -0.73 -0.36 -0.70 -0.16 0.44 0.38 0.11 0.37 0.40 0.31 0.27 0.35 0.39 0.36 0.27



Record 5
Computed, not measured: a structure of composition C15H15NO3PdS2 in a non-equilibrium geometry, with wB97M-V/def2-TZVPD.

* energy: -48580.480 eV
* total charge: -2

CARTESIAN COORDINATES (ANGSTROEM)
Pd 0.0630 -0.5788 -0.0116
O 2.2098 -0.0614 -0.4265
N 2.6425 1.1432 -0.1563
C 3.9709 1.3217 0.0796
C 4.5257 2.5637 0.2552
C 3.7022 3.6914 0.2083
C 2.3382 3.5025 0.0171
C 1.7862 2.2394 -0.1622
S 0.1215 2.0013 -0.4050
H 4.5505 0.4100 0.0741
H 5.5966 2.6560 0.3979
H 4.1037 4.6888 0.3098
H 1.6630 4.3433 -0.0326
C -8.3487 -1.3024 -0.0069
C -6.8792 -1.0793 0.2270
C -6.3424 0.2010 0.2164
C -4.9843 0.4124 0.4024
C -4.4024 1.7909 0.3835
C -4.1366 -0.6764 0.5966
C -4.6707 -1.9652 0.6557
C -3.7625 -3.1175 0.9339
C -6.0308 -2.1517 0.4759
C -2.6183 -0.5087 0.5736
O -1.9926 -0.2535 1.6100
O -2.1443 -0.6870 -0.5726
H -8.8100 -0.4140 -0.4360
H -8.8634 -1.5390 0.9273
H -8.5058 -2.1364 -0.6906
H -6.9991 1.0490 0.0471
H -5.1760 2.5485 0.2586
H -3.6788 1.8738 -0.4250
H -3.8615 1.9802 1.3087
H -2.8387 -3.0160 0.3686
H -4.2449 -4.0640 0.6959
H -3.4803 -3.1208 1.9859
H -6.4277 -3.1610 0.5045
S 0.3556 -2.8247 0.3315

Forces on the atoms, in the same order (eV/Å):
0.280 0.081 -0.632
0.340 0.135 0.322
0.234 0.234 0.026
-0.423 -0.242 -0.186
0.183 0.354 -0.015
-0.757 -0.343 -0.100
1.370 0.640 0.111
-0.782 -0.921 -0.157
-0.047 -0.323 0.090
-0.154 -0.057 0.009
-0.088 -0.090 0.032
0.077 0.083 0.061
-0.061 -0.004 0.040
0.078 -0.025 0.080
-0.042 0.023 0.045
-0.188 -0.165 0.022
0.231 -0.070 0.146
0.022 0.065 -0.028
-0.042 0.056 -0.215
0.123 0.052 0.176
0.044 -0.010 -0.045
-0.146 0.170 -0.078
-0.542 0.006 0.586
-0.470 0.055 0.171
0.742 -0.162 -0.203
-0.082 0.040 -0.017
-0.094 -0.003 0.014
-0.078 -0.055 -0.054
-0.007 0.065 -0.033
-0.035 0.061 -0.040
0.110 0.104 -0.085
0.084 0.056 0.057
0.222 -0.159 -0.034
-0.008 -0.120 -0.029
0.088 -0.038 0.086
-0.065 -0.067 -0.015
-0.119 0.574 -0.108

Okay, here come the Mulliken numbers, in e, for every atom: 0.21 -0.75 0.67 -0.26 -0.64 -0.14 -0.77 0.37 -0.45 0.40 0.33 0.34 0.34 -1.42 0.84 -1.01 1.06 -1.61 0.67 0.85 -1.48 -0.98 0.55 -0.68 -0.81 0.34 0.27 0.35 0.23 0.35 0.30 0.35 0.26 0.36 0.31 0.31 -1.04



Record 6
Computed, not measured: a structure of composition C15H15NO3Pm in a non-equilibrium geometry, with wB97M-V/def2-TZVPD.

* energy above the lowest of the compared OMol25 structures with the same formula, charge and spin: 0.0 kcal per mole
* spin multiplicity: 5
* total charge: -1
* expectation value of S²: 6.07

CARTESIAN COORDINATES (ANGSTROEM)
C 1.4808 -1.2202 -3.4346
C 0.0817 -1.1478 -3.7022
C -0.6029 -1.8806 -2.6876
C 0.3787 -2.3947 -1.7879
C 1.6645 -1.9928 -2.2521
Pm 0.4400 0.2798 -1.5018
C -1.3547 1.8984 -2.6793
C -0.1269 2.0520 -3.1859
C 0.9229 2.5605 -3.8250
N 2.3691 1.0326 -1.4759
H -1.6781 -2.0445 -2.6231
H -0.3844 -0.5840 -4.5079
H 0.1782 -2.9978 -0.9094
H 2.6132 -2.2364 -1.7807
H 2.2623 -0.7293 -4.0089
H -2.1097 1.2374 -3.1340
H 3.1960 1.4370 -1.0008
H -1.7282 2.4863 -1.8207
H 0.8158 3.3495 -4.5787
H 1.9610 2.2596 -3.6216
O -0.6885 2.0189 2.6381
C -0.7103 0.9345 3.4350
C -0.7048 1.1567 4.8216
C -0.7506 0.0733 5.6875
C -0.8228 -1.2421 5.1865
C -0.8180 -1.4600 3.7992
C -0.7230 -0.3936 2.9009
C -0.5507 -0.6367 1.4394
O -0.5794 -1.7931 0.9969
O -0.3223 0.4343 0.6911
H -0.5881 1.6468 1.7074
H -0.6572 2.1951 5.1730
H -0.7207 0.2576 6.7606
H -0.8710 -2.0826 5.8825
H -0.8720 -2.4745 3.3985

Forces on the atoms, in the same order (eV/Å):
-0.415 -0.500 -0.101
0.266 -0.455 0.089
0.463 -0.448 -0.165
0.009 -0.197 -0.808
-0.640 -0.130 -0.513
2.345 -0.920 1.842
-0.080 0.173 -0.536
-0.216 2.671 -1.464
0.043 -0.429 0.475
-0.717 0.796 0.584
0.280 0.118 0.046
0.122 -0.210 0.088
0.036 0.245 -0.189
-0.252 0.213 -0.116
-0.205 -0.096 0.250
0.628 0.027 0.238
-0.402 -0.507 -0.449
0.494 -0.225 -0.440
-0.484 -0.202 0.148
-0.807 -0.144 0.070
-0.001 -0.355 -0.207
0.078 -0.324 -0.181
-0.085 -0.120 -0.156
0.006 -0.317 -0.348
-0.038 0.306 -0.230
0.067 0.118 0.578
-0.008 0.948 0.917
0.137 -0.468 -0.972
-0.068 1.246 0.453
-0.744 -0.897 1.290
0.147 0.138 0.322
-0.025 -0.514 -0.119
-0.045 -0.130 -0.171
0.003 0.235 -0.276
0.105 0.354 0.051

Okay, here come the Mulliken numbers, in e, for every atom: -0.33 -0.61 -0.57 -0.62 -0.48 0.54 -0.72 0.40 -0.69 -0.53 0.39 0.52 0.59 0.35 0.33 0.25 -0.04 0.31 0.29 0.25 -0.68 0.43 -0.62 -0.24 -0.59 -0.35 -0.07 1.03 -0.69 -0.79 0.47 0.37 0.34 0.35 0.41